# 1
Entry from the OMol25 dataset: a structure of composition C23H26BErN5O4PS2 (ωB97M-V with the def2-TZVPD basis set).

```
63
Properties=species:S:1:pos:R:3:nbo_charge:R:1
N -9.7826 -9.3636 -14.0025 -0.499
H -10.4036 -7.1250 -16.4422 0.255
C -9.5520 -5.3241 -12.4935 -0.226
C -6.2315 -13.2287 -10.5197 -0.036
C -8.3997 -7.4745 -14.4994 0.769
S -7.0601 -9.4133 -9.8987 -0.323
P -9.9975 -7.7806 -11.2335 0.869
C -7.4418 -13.3095 -9.9033 -0.070
C -9.1013 -11.6098 -9.1115 -0.405
C -8.3662 -5.6489 -10.4358 -0.232
N -4.6074 -10.1130 -12.0283 -0.487
C -9.6523 -8.2832 -14.7605 0.100
C -9.0238 -4.0579 -12.6074 -0.199
C -10.5483 -7.9880 -15.7742 -0.209
N -4.8773 -8.7771 -13.6809 -0.323
B -4.4593 -11.4021 -11.1404 0.202
O -7.7653 -7.9361 -13.4762 -0.835
H -3.7376 -7.1219 -12.8787 0.228
H -12.3562 -8.7984 -16.7661 0.229
H -8.0822 -14.1465 -9.6879 0.234
N -7.8285 -12.0213 -9.6919 -0.337
H -9.2799 -3.4189 -13.4548 0.219
C -9.2459 -6.1427 -11.4097 -0.245
C -11.6213 -8.8822 -15.9616 -0.151
H -5.8525 -7.3949 -14.8006 0.245
C -3.9401 -8.9598 -11.7220 -0.035
C -6.9015 -11.1623 -10.1159 0.235
C -11.6541 -7.5075 -11.9498 -0.930
H -9.5384 -12.4858 -8.6418 0.216
C -11.7777 -9.9795 -15.0827 -0.203
H -10.9412 -6.8134 -9.1572 0.235
H -7.8229 -2.5591 -11.7307 0.214
H -3.3752 -8.8488 -10.8376 0.234
C -10.4190 -7.7374 -9.4613 -0.935
H -11.1364 -8.5443 -9.3145 0.234
H -9.7520 -11.2056 -9.8949 0.234
O -9.6971 -11.2609 -12.3577 -0.842
N -5.8977 -11.8801 -10.6477 -0.452
H -9.5331 -7.8742 -8.8588 0.249
H -12.3555 -8.2211 -11.5398 0.245
C -7.8377 -4.3650 -10.5545 -0.211
H -8.9537 -10.8376 -8.3499 0.229
Er -8.1309 -9.7884 -12.3515 1.607
H -11.9092 -6.4969 -11.6694 0.238
H -4.2862 -7.9100 -15.4477 0.204
H -10.2188 -5.7251 -13.2472 0.208
C -5.2473 -9.9852 -13.1852 0.246
H -5.5853 -13.9953 -10.9293 0.243
C -10.8143 -10.1660 -14.1108 0.106
C -5.2196 -8.2401 -14.9745 -0.414
H -3.8971 -11.1104 -10.1147 -0.043
C -10.7393 -11.3250 -13.1250 0.777
H -11.6806 -7.6329 -13.0008 0.234
O -8.0826 -6.5102 -15.1759 -0.625
H -8.1279 -6.2693 -9.5563 0.215
H -7.2067 -3.9818 -9.7618 0.216
O -11.6408 -12.1389 -13.0920 -0.603
C -8.1907 -3.5608 -11.6198 -0.196
H -5.7075 -9.0406 -15.5105 0.237
H -12.5169 -10.7336 -15.1714 0.248
S -6.2962 -11.1662 -13.8936 -0.282
H -4.0052 -12.2914 -11.7729 -0.038
C -4.1236 -8.1025 -12.7517 -0.071
```

total charge	0
E_LUMO (spin up / spin down)	-0.18 / -0.16	eV
HOMO level (spin up / spin down)	-8.198 / -8.198	eV
orbital gap (spin up / spin down)	0.295 / 0.295	Eh
multiplicity	4

=====

# 2
Entry from the OMol25 dataset: a structure of composition C27H27BrN4O12P2Pb (ωB97M-V with the def2-TZVPD basis set).

```
74
Properties=species:S:1:pos:R:3:mulliken_charge:R:1
C -0.8776 1.0673 4.2441 -0.536
H -5.0599 -3.1044 -0.2261 0.434
H -0.6902 4.8108 1.9455 0.255
O 2.2183 -1.1697 -1.7776 -0.592
N -1.2170 1.7716 -2.4638 0.229
H 3.4775 -1.2196 2.6750 0.378
H -2.8381 5.6579 -4.1216 0.284
Br -1.2736 -1.5680 3.2567 -0.151
N -2.7165 -0.7938 -0.6199 0.791
H 2.0653 1.5323 -1.4973 0.377
C 0.0082 -4.0066 -1.1694 -1.629
C 0.5777 -4.0875 1.2854 -0.053
C -1.7069 2.1731 1.9113 -0.369
H -0.5560 0.5814 5.1537 0.415
C -1.3640 4.5262 2.7541 -1.302
C -0.9148 2.4455 4.1237 -0.562
H 3.5288 -4.6150 2.8655 0.385
H -2.3646 4.8642 2.4757 0.317
C -3.1040 -2.1042 -0.5391 0.080
O 4.6540 -0.4970 -2.3153 -0.856
H 4.5751 1.8067 0.3933 0.275
C -1.6259 4.0959 -2.7481 -0.398
P 3.3765 -0.2273 -1.6065 0.621
O 2.2325 1.6194 1.6281 -0.642
H -0.4600 -3.8632 1.5002 0.348
C -1.2723 0.3284 3.1429 -0.133
O -2.9102 -0.1495 -4.9072 -0.794
C 4.9432 0.7856 0.4782 -1.959
H 4.0934 -2.1154 -0.1709 0.404
C -1.9850 1.5097 -3.5197 0.237
O 3.1343 -0.3234 2.7929 -0.614
C -0.0283 3.3078 -0.9774 -0.611
C -1.3331 3.0361 2.9404 0.829
C -2.1466 -3.1467 -0.7213 -0.355
H -2.0383 2.5691 0.9572 0.357
C 0.9992 -4.1626 -0.0360 0.667
H 5.7215 0.6222 -0.2674 0.450
C -3.8271 -0.0649 -0.4741 -0.912
C 3.8159 -0.2046 0.2198 1.278
O 0.6714 2.3070 -0.6393 -0.265
H 5.3522 0.6359 1.4799 0.401
H 0.5617 -3.8154 -2.0912 0.329
H -1.0648 5.0421 3.6679 0.373
H -5.9698 -0.5457 -0.1387 0.420
H 4.2935 -4.7485 0.5177 0.347
H -0.6180 3.0663 4.9621 0.298
C 1.4788 -4.2529 2.3269 -0.616
H -3.7952 1.0161 -0.5134 0.438
H -0.5447 -4.9515 -1.2881 0.405
C -4.4839 -2.1951 -0.3245 -0.943
O -3.0781 4.8173 -4.5256 -0.578
H 2.6864 -4.4131 -1.3286 0.304
H -2.5146 -4.1807 -0.6834 0.231
P 2.4315 0.0749 1.3918 -0.065
H 1.1344 -4.1713 3.3509 0.331
N -0.9086 -2.9128 -0.9526 0.386
C -2.4465 3.8208 -3.8320 1.145
O 0.0374 4.4613 -0.5456 -0.825
O -1.3684 -0.8003 -3.4121 -0.687
C -1.0160 3.0345 -2.1039 -0.067
N -1.6834 0.8471 2.0116 0.116
O 1.2008 -0.7036 1.1374 0.356
H 1.5836 2.0151 0.9518 0.399
C -2.6190 2.5110 -4.2405 -0.641
H -3.2226 2.2470 -5.0962 0.543
C -2.1147 0.0439 -3.9850 -0.021
C 3.2458 -4.5802 0.7378 -0.491
O 2.9387 1.3114 -1.8614 -0.612
Pb -0.3268 -0.4513 -1.2132 1.885
C 2.3428 -4.4008 -0.3006 -0.297
O 4.2637 -1.5357 0.5826 -0.666
C -4.9527 -0.8788 -0.2827 -0.861
C 2.8171 -4.5040 2.0560 -0.422
H -1.4234 5.1021 -2.4009 0.404
```

total charge	-2
E_LUMO	4.16	eV
HOMO level	-2.600	eV
orbital gap	0.249	Eh
ΔE to the lowest compared entry with this formula, charge and spin	40.53	kJ/mol

=====

# 3
Entry from the OMol25 dataset: a cluster of 2 separate species, C12H11N2S in total (ωB97M-V with the def2-TZVPD basis set).

```
26
Properties=species:S:1:pos:R:3:nbo_charge:R:1
C -0.8882 0.8820 1.0496 -0.162
N 0.1985 2.5384 -0.4363 -0.585
H -0.0778 -0.7196 -1.6209 0.209
H -2.2039 -0.4068 2.2808 0.234
H 0.5410 -2.9667 -1.7117 0.242
C -0.9679 1.6941 -0.1168 0.112
H -2.3441 2.3485 -1.6175 0.225
C 2.8194 -2.0317 0.6684 -0.214
H 2.5556 -3.9018 -0.2682 0.228
C -2.1199 1.7323 -0.8644 -0.248
H 3.1386 -0.1444 1.1508 0.201
N 1.4458 -0.2434 -0.2096 -0.465
H -0.1766 3.1053 -1.1243 0.457
C -2.0272 0.1676 1.4326 -0.201
C 2.2429 -2.9270 -0.2367 -0.120
C 2.4501 -0.7080 0.5426 0.016
C -3.1770 0.1322 0.6065 -0.176
H -3.9959 -0.4786 0.8693 0.233
S 2.8689 2.4859 0.2774 0.448
H 3.5674 -2.2546 1.2826 0.220
C 1.4156 2.2635 -0.1623 0.252
H 0.0317 1.0361 1.7137 0.228
C 1.1628 -2.4702 -0.9672 -0.254
H -4.0627 1.0534 -1.1256 0.231
C 0.8080 -1.1303 -0.9329 0.062
C -3.2049 0.9440 -0.4799 -0.174
```

total charge	+1
E_LUMO	-5.04	eV
HOMO level	-12.826	eV
orbital gap	0.286	Eh
ΔE to the lowest compared entry with this formula, charge and spin	0.00	kJ/mol

=====

Across the entries above, max |F| takes the values 1.84, 1.22, 5.07 eV/Å, respectively.
Across the entries above, E takes the values -3644.7624, -5617.0313, -971.2241 a.u., respectively.